C54H102O29S9 | wB97M-V/def2-TZVPD

CARTESIAN COORDINATES (ANGSTROEM)
1 C -2.1856 -2.0163 4.9102
2 C -0.6902 -1.8157 4.9194
3 C -0.3362 -0.3590 4.9707
4 O 0.5514 -0.3106 6.1124
5 C 0.5419 -1.4842 6.8007
6 O 1.2956 -1.6822 7.7495
7 O -0.2490 -2.3765 6.1288
8 H -2.5047 -1.7098 3.9140
9 H -2.7452 -1.3969 5.6111
10 H -2.5066 -3.0530 5.0115
11 H -0.1443 -2.2887 4.1030
12 H -1.2455 0.2284 5.0984
13 H 0.1376 -0.0099 4.0532
14 C 3.1354 -3.4819 3.0669
15 C 1.9915 -4.4172 2.7936
16 C 1.9774 -5.1285 1.4463
17 O 2.2692 -6.4873 1.7925
18 C 2.4146 -6.6351 3.0899
19 O 2.5326 -7.6819 3.6516
20 O 2.2257 -5.4537 3.6982
21 H 3.3053 -3.1518 4.0917
22 H 3.0807 -2.5186 2.5597
23 H 4.0438 -3.9168 2.6500
24 H 1.0416 -3.9533 3.0593
25 H 2.7702 -4.8059 0.7714
26 H 0.9816 -5.0658 1.0075
27 C -4.8185 -1.1595 0.8181
28 C -5.3191 -0.5209 2.0970
29 C -6.8786 -0.3419 2.1747
30 O -7.1949 -1.1327 3.2144
31 C -6.2335 -1.7389 3.7493
32 O -6.3376 -2.4668 4.6945
33 O -5.1264 -1.4531 3.1412
34 H -5.1398 -2.1990 0.7524
35 H -3.7290 -1.1467 0.7897
36 H -5.1249 -0.5927 -0.0611
37 H -4.9398 0.4642 2.3684
38 H -7.3104 -0.6594 1.2256
39 H -7.0608 0.7263 2.2924
40 C -4.9471 2.5565 0.0783
41 C -5.5147 3.2161 -1.2054
42 O -5.2943 4.3909 -1.5578
43 C -6.3736 2.3868 -2.1319
44 H -4.5053 3.3627 0.6639
45 H -4.1280 1.8519 -0.0658
46 H -5.8433 2.1809 0.5721
47 H -5.9615 1.3921 -2.3017
48 H -6.5643 2.8851 -3.0824
49 H -7.3275 2.3671 -1.6048
50 C 0.6677 -2.9729 -3.6689
51 C -0.6698 -3.7414 -3.6201
52 O -1.4744 -3.5554 -2.7213
53 C -1.0742 -4.6718 -4.7812
54 H 1.3659 -3.3940 -4.3923
55 H 1.0923 -2.9774 -2.6650
56 H 0.5105 -1.9456 -3.9978
57 H -2.1183 -4.5731 -5.0780
58 H -0.9378 -5.6820 -4.3950
59 H -0.5221 -4.4878 -5.7029
60 C 6.2020 -3.5875 -1.1202
61 C 6.2442 -3.0251 0.3119
62 C 5.7360 -1.5798 0.2890
63 S 4.2748 -1.6238 -0.7330
64 O 4.0075 -0.3915 -1.5282
65 O 3.1671 -2.2692 -0.0703
66 C 5.0833 -2.8741 -1.8559
67 H 5.9769 -4.6538 -1.1008
68 H 7.1782 -3.4848 -1.5941
69 H 7.2684 -3.1065 0.6758
70 H 5.6081 -3.6662 0.9222
71 H 6.4204 -0.9081 -0.2293
72 H 5.5154 -1.1179 1.2513
73 H 5.6017 -2.1754 -2.5126
74 H 4.2632 -3.4017 -2.3428
75 C -0.3550 2.8849 2.6722
76 C -1.7559 3.4249 2.3685
77 C -2.4256 3.9175 3.6689
78 S -1.0551 4.3830 4.8945
79 O -1.1899 3.6193 6.1484
80 O -0.9752 5.8392 4.9026
81 C 0.2700 3.8256 3.7126
82 H 0.1668 2.7841 1.7205
83 H -0.3915 1.8873 3.1099
84 H -2.3696 2.6416 1.9236
85 H -1.6808 4.1528 1.5607
86 H -2.9632 3.0752 4.1045
87 H -3.1392 4.7414 3.6750
88 H 1.1914 3.6297 4.2610
89 H 0.4625 4.7200 3.1201
90 C -2.4990 -4.5280 0.2602
91 C -2.3578 -4.4397 1.8147
92 C -3.8320 -4.5842 2.3534
93 S -4.6641 -5.8634 1.2814
94 O -5.9047 -5.3511 0.7116
95 O -4.5641 -7.1708 1.8842
96 C -3.4027 -5.7758 -0.0718
97 H -1.5086 -4.6844 -0.1672
98 H -2.8393 -3.5882 -0.1744
99 H -1.8692 -3.5167 2.1269
100 H -1.7685 -5.2678 2.2084
101 H -4.2867 -3.6201 2.1258
102 H -4.0160 -4.6913 3.4225
103 H -3.8753 -5.9353 -1.0410
104 H -2.8331 -6.6830 0.1298
105 C 4.0864 2.2371 5.5645
106 C 4.6527 3.0069 4.4307
107 C 5.5854 2.0463 3.6722
108 S 4.5552 0.5182 3.5257
109 O 5.3663 -0.6581 3.8395
110 O 3.7280 0.5013 2.3346
111 C 3.4848 0.9333 4.9442
112 H 3.2989 2.7782 6.0890
113 H 4.8984 2.0601 6.2698
114 H 5.2391 3.8939 4.6702
115 H 3.8372 3.3667 3.8034
116 H 6.3476 1.8405 4.4237
117 H 5.9339 2.2518 2.6601
118 H 3.2325 0.0579 5.5426
119 H 2.5227 1.1646 4.4871
120 C -3.1056 -0.2082 -5.9823
121 C -4.5408 -0.4945 -6.3467
122 C -5.2989 -0.4356 -4.9931
123 S -4.1363 -1.3721 -3.8529
124 O -4.5797 -2.7545 -3.7679
125 O -3.8551 -0.6537 -2.6105
126 C -2.6740 -1.2676 -4.9495
127 H -3.0709 0.8045 -5.5805
128 H -2.5369 -0.2344 -6.9118
129 H -4.5910 -1.4946 -6.7773
130 H -4.8604 0.2206 -7.1047
131 H -6.3426 -0.7379 -4.9064
132 H -5.2339 0.5964 -4.6484
133 H -2.5028 -2.2000 -5.4875
134 H -1.7874 -1.1810 -4.3214
135 C 4.7040 1.0933 -4.6253
136 C 4.2673 -0.3413 -5.0805
137 C 2.8681 -0.5727 -4.7401
138 S 1.9155 1.0421 -5.1479
139 O 0.9942 1.3519 -4.0383
140 O 1.4514 0.9148 -6.5304
141 C 3.5405 2.0464 -5.0041
142 H 5.6307 1.4281 -5.0915
143 H 4.8090 1.0464 -3.5414
144 H 4.9589 -1.0887 -4.6917
145 H 4.3139 -0.4993 -6.1580
146 H 2.7822 -0.6404 -3.6556
147 H 2.3526 -1.3935 -5.2387
148 H 3.2449 2.6329 -4.1341
149 H 3.6381 2.6617 -5.8985
150 C -1.8512 4.0965 -2.0456
151 C -1.0313 3.6921 -3.2698
152 C -1.2322 4.9221 -4.2487
153 S -0.8912 6.4108 -3.2709
154 O -1.8254 7.4132 -3.7860
155 O 0.5377 6.6062 -3.1741
156 C -1.5325 5.5606 -1.6668
157 H -1.7239 3.4426 -1.1829
158 H -2.9054 3.8857 -2.2252
159 H -1.3880 2.7165 -3.5999
160 H 0.0178 3.5570 -3.0069
161 H -2.2369 5.0244 -4.6586
162 H -0.5518 4.9297 -5.1002
163 H -2.3733 6.1374 -1.2817
164 H -0.6895 5.5796 -0.9761
165 C -0.4246 0.4357 -1.6020
166 C 0.3581 1.2140 -0.6264
167 C 0.8584 0.2166 0.4132
168 S -0.4940 -0.8502 0.7911
169 O -1.2280 -0.3118 1.9162
170 O -0.0575 -2.2135 0.9125
171 C -1.3720 -0.5091 -0.8180
172 H 0.3109 -0.2642 -1.9984
173 H -0.8676 0.9480 -2.4561
174 H -0.3334 1.9304 -0.1829
175 H 1.1592 1.8025 -1.0738
176 H 1.3019 0.5669 1.3452
177 H 1.5775 -0.4519 -0.0602
178 H -2.2097 0.1739 -0.6775
179 H -1.7702 -1.4327 -1.2381
180 C 4.4937 4.0756 0.9898
181 C 5.0261 3.3101 -0.2540
182 C 3.9679 3.4209 -1.3409
183 S 2.8618 4.7894 -0.9090
184 O 1.6169 4.3066 -0.3395
185 O 2.8241 5.8062 -2.0352
186 C 3.9600 5.3981 0.4912
187 H 5.2565 4.1834 1.7609
188 H 3.6812 3.5563 1.4979
189 H 5.1455 2.2645 0.0299
190 H 5.9860 3.7480 -0.5276
191 H 3.3146 2.6015 -1.6408
192 H 4.4151 3.6954 -2.2963
193 H 3.4132 6.0495 1.1730
194 H 4.8097 5.9415 0.0779

Calculated values
Frontier orbital gap   9.20 eV
Max |F|   5.9 eV Å⁻¹

***

C34H40N8OPV | wB97M-V/def2-TZVPD

CARTESIAN COORDINATES (ANGSTROEM)
1 V 0.1380 0.2212 -0.1688
2 C 3.0776 -0.3940 -1.3779
3 N 2.3831 -0.6449 -0.0850
4 C 2.2417 -2.1008 0.1514
5 C 1.1447 -2.5701 -0.7462
6 N 0.2679 -1.7249 -1.2246
7 C -0.5703 -2.4873 -2.0538
8 C -1.6399 -2.0917 -2.8535
9 C -2.2785 -3.0727 -3.5814
10 C -1.8609 -4.4179 -3.5263
11 C -0.7899 -4.8137 -2.7529
12 C -0.1598 -3.8101 -2.0232
13 N 0.9515 -3.8305 -1.1754
14 C 2.3227 0.5957 -2.2003
15 N 1.0491 0.8407 -2.0045
16 C 0.6966 1.8209 -2.9535
17 C -0.5314 2.4258 -3.2167
18 C -0.5713 3.3468 -4.2423
19 C 0.5741 3.6537 -5.0016
20 C 1.7873 3.0448 -4.7584
21 C 1.8127 2.1259 -3.7147
22 N 2.8406 1.3302 -3.1983
23 H 3.1454 -1.3316 -1.9310
24 H 4.1002 -0.0537 -1.2117
25 H 2.9326 -0.2582 0.6739
26 H 1.9955 -2.2580 1.1984
27 H 3.1668 -2.6472 -0.0494
28 H -1.9431 -1.0556 -2.9211
29 H -3.1107 -2.8041 -4.2185
30 H -2.3863 -5.1573 -4.1161
31 H -0.4622 -5.8446 -2.7280
32 H 1.5351 -4.6240 -0.9654
33 H -1.4227 2.1734 -2.6599
34 H -1.5070 3.8372 -4.4761
35 H 0.4986 4.3761 -5.8031
36 H 2.6627 3.2673 -5.3540
37 H 3.7840 1.2696 -3.5461
38 O -2.8375 2.9663 -0.0949
39 C -1.8047 2.3338 -0.1031
40 N -1.6387 0.9899 -0.3233
41 C -2.9038 0.2884 -0.5159
42 C -2.8580 -1.0718 0.1136
43 C -3.9831 -1.8909 0.1013
44 C -3.8938 -3.1637 0.6165
45 C -2.6713 -3.5925 1.1304
46 C -1.6151 -2.7153 1.1113
47 N -1.6947 -1.4635 0.6284
48 C -0.4936 3.0396 0.1232
49 C -0.4170 4.4144 0.1946
50 C 0.8277 4.9961 0.3449
51 C 1.9526 4.1816 0.4085
52 C 1.7841 2.8167 0.3401
53 N 0.5754 2.2408 0.2227
54 H -3.1364 0.1759 -1.5782
55 H -3.7180 0.8767 -0.0930
56 H -4.9094 -1.5202 -0.3205
57 H -4.7545 -3.8204 0.6144
58 H -2.5444 -4.5857 1.5387
59 H -0.6462 -3.0204 1.4920
60 H -1.3321 4.9853 0.1126
61 H 0.9274 6.0728 0.3969
62 H 2.9471 4.5945 0.5084
63 H 2.6384 2.1524 0.3725
64 C 0.9343 -2.4372 3.6120
65 C -0.0476 -1.2696 3.5666
66 P 0.3138 0.1571 2.4717
67 C 1.9478 0.6935 3.1044
68 C 2.1234 0.9582 4.6016
69 C -1.0179 1.3040 2.9953
70 C -1.1720 1.7109 4.4617
71 H 0.7004 -3.0902 4.4527
72 H 1.9678 -2.1132 3.7482
73 H 0.8872 -3.0641 2.7197
74 H -0.1199 -0.8362 4.5630
75 H -1.0530 -1.6104 3.3261
76 H 2.2767 1.5565 2.5264
77 H 2.6160 -0.1261 2.8135
78 H 1.6602 1.8927 4.9052
79 H 3.1838 1.0261 4.8434
80 H 1.7042 0.1627 5.2184
81 H -1.9168 0.7795 2.6544
82 H -0.9632 2.1987 2.3767
83 H -1.1374 0.8708 5.1537
84 H -2.1442 2.1868 4.5920
85 H -0.4187 2.4322 4.7676

Calculated values
ΔE to the lowest compared entry with this formula, charge and spin   43.4 kJ/mol
Expectation value of S²   2.017
Multiplicity   3
Frontier orbital gap (spin up / spin down)   8.16 / 8.54 eV
Max |F|   1.7 eV Å⁻¹
Charge   +2

***

C6H16BrO3V | wB97M-V/def2-TZVPD

CARTESIAN COORDINATES (ANGSTROEM)
1 O 13.6273 12.8754 20.2221
2 V 13.8974 13.6878 21.5749
3 Br 15.2768 12.5988 22.1418
4 C 14.7277 10.9057 24.5025
5 C 15.5120 11.9929 25.2555
6 C 16.7465 11.4289 25.9953
7 O 15.9944 12.8608 24.2919
8 H 15.3138 10.3893 23.7423
9 H 13.8085 11.2739 24.0471
10 H 14.2961 10.1475 25.1560
11 H 14.8161 12.4997 25.9241
12 H 16.3941 10.7164 26.7412
13 H 17.1819 12.2572 26.5543
14 H 17.4851 10.9794 25.3317
15 H 15.6641 12.7362 23.3992
16 C 19.3674 11.3495 21.9788
17 C 17.9129 11.4168 22.2670
18 C 17.5307 10.8592 23.6355
19 O 17.5576 12.8112 22.1648
20 H 19.6975 10.3299 22.1776
21 H 19.8408 11.9964 22.7175
22 H 19.6306 11.6623 20.9684
23 H 17.3988 10.8652 21.4799
24 H 16.4429 10.8514 23.7044
25 H 17.9458 11.5074 24.4073
26 H 17.9543 9.8626 23.7598
27 H 16.6066 12.8061 22.0337

Calculated values
ΔE to the lowest compared entry with this formula, charge and spin   1343.6 kJ/mol
Expectation value of S²   0.788
Multiplicity   2
Frontier orbital gap (spin up / spin down)   6.13 / 6.37 eV
Max |F|   15.1 eV Å⁻¹
Charge   +1

***

C22H12Br2Cl3FN2OPd | wB97M-V/def2-TZVPD

CARTESIAN COORDINATES (ANGSTROEM)
1 Pd -0.2035 -0.0982 -0.9136
2 Br 6.3291 1.0109 -0.8158
3 C 4.4643 0.6687 -0.8659
4 C 4.0052 -0.6671 -0.8584
5 C 2.6494 -0.8653 -0.9214
6 N 1.7551 0.1187 -1.0031
7 C 2.1800 1.4404 -0.9457
8 C 3.5724 1.6995 -0.8867
9 C 1.1917 2.4589 -0.9513
10 C 1.4709 3.8467 -0.8758
11 C 0.4436 4.7451 -0.8563
12 Br 0.8013 6.6123 -0.8149
13 C -0.8921 4.3021 -0.8492
14 C -1.0996 2.9450 -0.9465
15 N -0.1234 2.0469 -1.0387
16 H 4.6894 -1.4946 -0.7979
17 H 2.2498 -1.8713 -0.9129
18 H 3.9252 2.7165 -0.8486
19 H 2.4881 4.1938 -0.8287
20 H -1.7086 4.9985 -0.7761
21 H -2.1135 2.5569 -0.9605
22 Cl -5.6736 0.0346 3.5887
23 C -4.0892 0.0215 2.9192
24 C -3.9404 -0.0206 1.5421
25 C -2.6686 0.0024 1.0080
26 Cl -2.4878 -0.1891 -0.7093
27 C -1.4888 0.0987 1.7963
28 O -0.3142 0.2431 1.3269
29 C -1.7151 0.0339 3.2030
30 Cl -0.3398 0.0182 4.2344
31 C -2.9770 0.0214 3.7512
32 H -4.8052 -0.0684 0.8991
33 H -3.0966 -0.0067 4.8214
34 F -0.2474 -6.2409 -0.8880
35 C -0.2361 -4.8919 -0.8859
36 C -0.2359 -4.2269 0.3275
37 C -0.2126 -2.8399 0.3240
38 C -0.1967 -2.1345 -0.8766
39 C -0.2163 -2.8310 -2.0834
40 C -0.2285 -4.2197 -2.0957
41 H -0.2542 -4.7854 1.2514
42 H -0.1974 -2.3072 1.2689
43 H -0.2176 -2.2999 -3.0345
44 H -0.2341 -4.7773 -3.0204

Calculated values
Frontier orbital gap   5.42 eV
Max |F|   3.8 eV Å⁻¹

***

C4H11INO | wB97M-V/def2-TZVPD

CARTESIAN COORDINATES (ANGSTROEM)
1 I 20.1366 -9.9118 18.3630
2 C 18.4585 -14.1642 17.6612
3 C 17.8810 -13.4851 16.4561
4 C 16.5510 -12.7683 16.7068
5 O 15.4179 -13.5135 17.1091
6 C 15.0464 -14.5089 16.2255
7 N 18.8388 -12.5145 15.9587
8 H 19.4051 -14.6897 17.5352
9 H 17.7130 -14.9130 17.9287
10 H 18.5106 -13.3902 18.4268
11 H 17.7105 -14.2256 15.6747
12 H 16.3009 -12.3221 15.7443
13 H 16.5604 -11.9028 17.3693
14 H 15.8329 -15.2324 16.0110
15 H 14.8124 -13.9985 15.2912
16 H 14.2371 -15.1093 16.6410
17 H 19.6820 -13.0646 15.8784
18 H 19.1114 -11.7754 16.5908

Calculated values
ΔE to the lowest compared entry with this formula, charge and spin   49.6 kJ/mol
Frontier orbital gap   6.75 eV
Max |F|   1.6 eV Å⁻¹
Charge   -1

***

IO8V4 | wB97M-V/def2-TZVPD

CARTESIAN COORDINATES (ANGSTROEM)
1 O -1.4774 -3.7211 -4.6928
2 V -1.9248 -2.8304 -3.5610
3 O -0.6399 -2.6219 -2.5737
4 O -0.7134 -1.3532 -0.4197
5 V 0.0261 -0.0773 0.5093
6 O -0.7980 1.1389 0.0465
7 O 0.8123 -2.8306 4.4273
8 V 1.7196 -1.8032 3.6388
9 O 0.9431 -0.9827 2.4157
10 O 0.0546 6.2725 0.1831
11 V 0.3221 4.7672 -0.0717
12 O -0.9955 3.9840 0.3376
13 I 2.6714 0.0578 -0.2393

Calculated values
ΔE to the lowest compared entry with this formula, charge and spin   111.1 kJ/mol
Frontier orbital gap   4.29 eV
Max |F|   7.2 eV Å⁻¹
Charge   +3

***

C22H43N2P3PtS | wB97M-V/def2-TZVPD

CARTESIAN COORDINATES (ANGSTROEM)
1 Pt -0.2491 0.2019 -1.7199
2 P -1.5180 1.9172 -1.1144
3 P -2.0042 -1.6859 0.1423
4 P 1.8702 1.3531 -1.8968
5 H 0.3980 -2.9227 -2.0861
6 C 1.2622 -2.3027 -1.8410
7 C 1.7153 -2.1170 -0.5955
8 H 1.0791 -2.3837 0.2385
9 C -2.6881 1.9750 -2.5202
10 C -2.5895 1.9620 0.3528
11 C -0.7736 3.5552 -0.9573
12 C -1.5250 -3.4044 0.1293
13 C -1.7998 -1.0426 1.8028
14 C -3.6540 -1.4342 -0.5493
15 C 3.2869 0.3065 -2.3471
16 C 2.4457 2.2086 -0.4210
17 C 1.8233 2.6769 -3.1659
18 H 1.8268 -1.9932 -2.7073
19 H 2.5723 -1.4788 -0.4169
20 H -3.3072 2.8749 -2.4104
21 H -3.3018 1.0624 -2.4890
22 H -2.1142 1.9952 -3.4568
23 H -3.2857 2.8096 0.2583
24 H -1.9703 2.1348 1.2411
25 H -3.1619 1.0356 0.4544
26 H -1.5799 4.2970 -1.0279
27 H -0.0329 3.7462 -1.7338
28 H -0.3032 3.6475 0.0275
29 H -2.3389 -4.0913 0.4232
30 H -0.6757 -3.5666 0.8076
31 H -1.2158 -3.6655 -0.8913
32 H -2.5590 -1.4251 2.4968
33 H -1.8551 0.0499 1.7646
34 H -0.7921 -1.3203 2.1326
35 H -4.3370 -2.2340 -0.1956
36 H -3.5930 -1.5156 -1.6467
37 H -4.0826 -0.4499 -0.3026
38 H 4.0328 0.9462 -2.8361
39 H 3.0059 -0.4939 -3.0349
40 H 3.7415 -0.1343 -1.4547
41 H 3.4038 2.6941 -0.6300
42 H 2.5761 1.4892 0.3858
43 H 1.7280 2.9704 -0.1184
44 H 2.3118 2.2748 -4.0502
45 H 2.3714 3.5763 -2.8607
46 H 0.8184 2.9478 -3.4855
47 C 0.6438 -0.5699 -5.6774
48 C 0.2626 -0.1965 -7.0011
49 C 0.7345 -0.8713 -8.1186
50 C 1.6058 -1.9479 -7.9450
51 C 2.0126 -2.3476 -6.6691
52 C 1.5126 -1.6857 -5.5442
53 S 0.0106 0.3488 -4.3588
54 H -0.8018 -0.8333 -0.4365
55 H -0.4075 0.6483 -7.0950
56 H 0.4198 -0.5485 -9.1095
57 H 1.9966 -2.4606 -8.8178
58 H 2.7018 -3.1961 -6.5651
59 H 1.7787 -2.0392 -4.5563
60 N 2.4988 0.4787 5.8081
61 C 2.1119 0.3736 4.5158
62 C 2.6044 -0.6920 3.7197
63 C 2.2538 -0.7177 2.3714
64 N 1.4718 0.2045 1.7999
65 C 0.9701 1.1950 2.5600
66 C 1.2492 1.3333 3.9202
67 H 3.1271 -0.1988 6.2231
68 H 2.1666 1.2490 6.3721
69 H 3.2682 -1.4692 4.1105
70 H 2.6126 -1.5092 1.7188
71 H 0.3222 1.9275 2.0720
72 H 0.8553 2.1733 4.5066

Calculated values
ΔE to the lowest compared entry with this formula, charge and spin   218.1 kJ/mol
Expectation value of S²   6.085
Multiplicity   5
Frontier orbital gap (spin up / spin down)   7.24 / 5.06 eV
Max |F|   2.7 eV Å⁻¹
Charge   +4

***

C2H2F3NO2 | wB97M-V/def2-TZVPD

CARTESIAN COORDINATES (ANGSTROEM)
1 C -0.5061 -0.5483 0.1096
2 C -0.6236 1.6087 1.8508
3 N 0.3584 -1.1380 1.0710
4 O 0.0008 -1.9199 1.8704
5 O 1.5476 -0.9474 0.8327
6 F 0.2540 2.4472 1.4428
7 F -1.8668 1.9697 1.5295
8 F -0.6636 1.2757 3.1149
9 H -0.0891 0.2873 -0.5978
10 H -1.5672 -0.5836 0.2002

Calculated values
ΔE to the lowest compared entry with this formula, charge and spin   719.0 kJ/mol
Frontier orbital gap (spin up / spin down)   9.86 / 8.31 eV
Max |F|   3.9 eV Å⁻¹

***

- Which of these has the highest max |F|?
  C6H16BrO3V

***

- Among the records above, which one has the lowest max |F|?
  C4H11INO

***

- Which of these has the lowest max |F|?
  C4H11INO

***

- Which value of max |F| does entry 7 give?
  2.7 eV Å⁻¹